Entry 1:
{"formula": "C4H13N3O2", "method": "the ωB97M-V functional and the def2-TZVPD basis", "max_force_ha_per_bohr": 0.0481, "charge": 0, "spin_multiplicity": 1, "homo_energy_ev": [-8.646, -8.646], "smiles": "CN[C@](C)(O)OC.[H]/N=N\\[H]", "e_above_lowest_kcal_mol": 91.1, "elements": ["C", "N", "C", "C", "O", "O", "C", "H", "H", "H", "H", "H", "H", "H", "H", "H", "H", "H", "H", "N", "N", "H"], "xyz": [[-0.9219, -0.8400, -1.6540], [-0.4326, 0.2248, -0.8020], [0.8466, -0.0766, 0.0065], [1.9549, -0.6022, -0.9098], [0.5620, -0.9521, 0.9846], [1.2932, 1.2048, 0.4311], [0.8677, 1.6486, 1.7136], [-0.2451, -1.0745, -2.4805], [-1.0418, -1.7350, -1.0409], [-1.8958, -0.5672, -2.0662], [-0.3319, 1.1186, -1.2690], [1.6935, -1.5818, -1.3015], [2.1484, 0.0944, -1.7243], [2.8535, -0.6958, -0.3052], [-0.5551, -0.8763, 1.3202], [1.1936, 0.9581, 2.4952], [-0.2149, 1.7827, 1.7547], [1.3486, 2.6157, 1.8562], [-2.6498, 0.6705, -0.0055], [-1.8864, 0.5192, 0.6732], [-1.9537, -0.5667, 1.3247], [-2.6332, -1.2692, 0.9989]], "nbo_charge": [-0.435, -0.569, 0.684, -0.649, -0.785, -0.571, -0.263, 0.198, 0.206, 0.193, 0.386, 0.208, 0.210, 0.232, 0.476, 0.184, 0.188, 0.185, 0.317, -0.214, -0.495, 0.312]}

Entry 2:
{"formula": "C20H29BBrCoF2NO10P2S2", "method": "the ωB97M-V functional and the def2-TZVPD basis", "max_force_ha_per_bohr": 0.0041, "s2": 3.965, "charge": -2, "spin_multiplicity": 4, "homo_energy_ev": [0.078, -1.797], "e_above_lowest_kcal_mol": 35.6, "elements": ["Co", "C", "C", "C", "C", "C", "Br", "N", "C", "H", "H", "H", "H", "H", "H", "O", "C", "C", "O", "C", "C", "O", "C", "O", "O", "C", "C", "C", "O", "P", "S", "S", "O", "C", "C", "C", "H", "H", "H", "H", "H", "H", "H", "H", "H", "H", "H", "H", "H", "H", "F", "B", "F", "C", "O", "P", "O", "C", "O", "C", "H", "H", "H", "H", "H", "H", "H", "H", "H"], "xyz": [[1.3890, -0.5233, -1.4229], [1.2663, 2.8443, 2.8184], [1.3046, 2.7182, 1.3215], [1.0135, 3.8361, 0.5025], [1.1345, 3.6622, -0.8912], [1.4248, 2.4224, -1.3709], [1.6714, 2.1610, -3.2536], [1.6097, 1.3056, -0.6264], [1.6062, 1.5209, 0.7400], [1.8214, 3.7249, 3.1541], [1.6980, 1.9655, 3.2984], [0.2376, 2.9519, 3.1744], [0.7486, 4.7946, 0.9290], [1.0192, 4.4874, -1.5810], [1.8327, 0.6438, 1.3351], [6.4651, -2.5776, 1.3404], [5.4618, -2.1973, 0.7704], [4.0362, -2.4063, 1.2255], [3.6852, -2.9994, 2.2358], [3.2054, -1.7722, 0.2062], [4.0059, -1.1846, -0.8110], [3.4954, -0.5906, -1.8125], [5.4216, -1.4554, -0.5493], [6.3912, -1.1811, -1.2410], [1.9254, -1.7292, 0.1555], [-4.0114, 0.2152, 4.2220], [-2.7706, -0.5099, 3.7247], [-1.5428, 0.3811, 3.6984], [-3.0537, -1.1715, 2.4776], [-3.0505, -0.5989, 0.9799], [-4.1305, -1.7550, -0.1330], [-1.0621, -0.3454, 0.5522], [-3.7033, 0.8511, 1.2650], [-3.7803, 1.9900, 0.3795], [-2.5794, 2.9007, 0.5782], [-4.0045, 1.6039, -1.0711], [-3.8573, 0.5281, 5.2578], [-4.8759, -0.4480, 4.1814], [-4.2170, 1.0930, 3.6119], [-2.5695, -1.3475, 4.3981], [-1.6895, 1.2420, 3.0471], [-0.6680, -0.1628, 3.3477], [-1.3482, 0.7394, 4.7125], [-4.6755, 2.5076, 0.7400], [-1.6639, 2.4435, 0.2104], [-2.4526, 3.1383, 1.6358], [-2.7416, 3.8340, 0.0342], [-3.1419, 1.0905, -1.4909], [-4.1659, 2.5167, -1.6494], [-4.8732, 0.9547, -1.1715], [-1.0331, 1.1515, -1.8430], [-0.7776, -0.1423, -1.4218], [-1.5643, -1.0264, -2.1249], [-0.2364, -3.6939, -0.9789], [0.5635, -3.6770, -2.1834], [0.9936, -2.3122, -2.8878], [2.2272, -2.8511, -3.7680], [3.4589, -3.2582, -3.1585], [-0.0631, -2.1960, -4.0950], [-0.1788, -0.9444, -4.7685], [-0.1278, -4.6962, -0.5706], [-1.2756, -3.4855, -1.2158], [0.1408, -2.9701, -0.2593], [3.8831, -4.0226, -3.8078], [3.2814, -3.6867, -2.1707], [4.1316, -2.4085, -3.0799], [-1.0633, -1.0104, -5.3992], [0.7009, -0.7601, -5.3896], [-0.3028, -0.1228, -4.0632]], "nbo_charge": [1.079, -0.617, -0.068, -0.331, -0.284, 0.141, -0.004, -0.690, -0.019, 0.195, 0.215, 0.201, 0.190, 0.208, 0.209, -0.572, 0.370, 0.330, -0.604, 0.297, 0.239, -0.777, 0.348, -0.602, -0.822, -0.629, 0.123, -0.648, -0.840, 1.702, -0.636, -0.430, -0.869, 0.127, -0.641, -0.646, 0.192, 0.212, 0.224, 0.177, 0.223, 0.244, 0.200, 0.163, 0.260, 0.199, 0.200, 0.242, 0.198, 0.223, -0.585, 0.695, -0.583, -0.264, -0.836, 1.786, -0.833, -0.259, -0.815, -0.255, 0.177, 0.199, 0.235, 0.171, 0.188, 0.220, 0.182, 0.171, 0.208]}

Entry 3:
{"formula": "C7H17NO", "method": "the ωB97M-V functional and the def2-TZVPD basis", "max_force_ha_per_bohr": 0.0168, "charge": 0, "spin_multiplicity": 1, "homo_energy_ev": -9.702, "smiles": "CNC(C)=O.CC(C)C", "e_above_lowest_kcal_mol": 6.8, "elements": ["C", "N", "C", "C", "O", "H", "H", "H", "H", "H", "H", "H", "C", "C", "C", "C", "H", "H", "H", "H", "H", "H", "H", "H", "H", "H"], "xyz": [[-0.8170, -1.3671, 4.3260], [-0.1389, -0.0885, 4.4132], [-0.7338, 1.0510, 3.9629], [0.0903, 2.3116, 4.1174], [-1.8580, 1.0371, 3.4703], [-0.1624, -2.1505, 4.7436], [-1.0458, -1.6220, 3.2775], [-1.7596, -1.3540, 4.8986], [0.7993, -0.0358, 4.8175], [1.0373, 2.2362, 3.5570], [-0.4848, 3.1662, 3.7229], [0.3235, 2.5041, 5.1781], [-0.8971, -1.1593, -3.4790], [0.4433, -0.4742, -3.2139], [1.5354, -1.0618, -4.1074], [0.3285, 1.0354, -3.4243], [-1.1971, -0.9906, -4.5270], [-1.6810, -0.7516, -2.8187], [-0.8210, -2.2458, -3.3054], [0.7237, -0.6571, -2.1566], [1.2776, -0.8914, -5.1662], [2.5077, -0.5837, -3.9007], [1.6345, -2.1475, -3.9397], [-0.4438, 1.4638, -2.7635], [1.2894, 1.5332, -3.2112], [0.0497, 1.2421, -4.4713]], "nbo_charge": [-0.413, -0.624, 0.666, -0.715, -0.623, 0.201, 0.208, 0.208, 0.395, 0.226, 0.244, 0.226, -0.604, -0.218, -0.604, -0.604, 0.199, 0.209, 0.206, 0.189, 0.200, 0.206, 0.206, 0.209, 0.206, 0.199]}

Entry 4:
{"formula": "C2H2N3O2", "method": "the ωB97M-V functional and the def2-TZVPD basis", "max_force_ha_per_bohr": 0.0677, "charge": -1, "spin_multiplicity": 1, "homo_energy_ev": -4.604, "smiles": "[H]/N=N\\C=N\\C(=O)[O-]", "e_above_lowest_kcal_mol": 44.8, "elements": ["H", "N", "N", "C", "N", "C", "O", "O", "H"], "xyz": [[2.3395, -1.0942, -0.4037], [2.5989, -0.0572, -0.2005], [1.6399, 0.6847, -0.0633], [0.3158, 0.4543, 0.0868], [-0.4799, 0.0286, -0.7549], [-1.7990, -0.2503, -0.0523], [-2.1694, -1.4177, -0.2937], [-2.2664, 0.6568, 0.6448], [-0.1794, 0.9950, 1.0367]], "nbo_charge": [0.256, -0.300, -0.142, 0.132, -0.477, 0.843, -0.743, -0.763, 0.195]}

Entry 5:
{"formula": "C4H7NO", "method": "the ωB97M-V functional and the def2-TZVPD basis", "max_force_ha_per_bohr": 0.0082, "charge": 0, "spin_multiplicity": 1, "homo_energy_ev": -9.840, "smiles": "O=CNC1CC1", "e_above_lowest_kcal_mol": 31.5, "elements": ["O", "C", "N", "C", "C", "C", "H", "H", "H", "H", "H", "H", "H"], "xyz": [[2.2918, -1.8792, -0.1518], [1.6748, -0.9041, -0.5218], [1.1954, 0.0795, 0.3036], [-0.0161, 0.7970, -0.0054], [-1.1986, 0.4635, 0.8549], [-1.1565, -0.0054, -0.5652], [1.4575, -0.6940, -1.5851], [1.3902, -0.0766, 1.2849], [0.0707, 1.8337, -0.3391], [-1.0310, -0.2787, 1.6305], [-1.8907, 1.2562, 1.1156], [-1.8165, 0.4691, -1.2826], [-0.9710, -1.0610, -0.7383]], "nbo_charge": [-0.591, 0.536, -0.626, -0.075, -0.419, -0.424, 0.109, 0.395, 0.207, 0.220, 0.222, 0.223, 0.223]}

Entry 6:
{"formula": "C6H12", "method": "the ωB97M-V functional and the def2-TZVPD basis", "max_force_ha_per_bohr": 0.0074, "charge": 0, "spin_multiplicity": 1, "homo_energy_ev": -8.664, "e_above_lowest_kcal_mol": 113.9, "elements": ["C", "C", "C", "C", "C", "C", "H", "H", "H", "H", "H", "H", "H", "H", "H", "H", "H", "H"], "xyz": [[-1.3770, 1.2513, 0.0094], [-1.5671, -0.2514, -0.0968], [-0.6362, -1.1119, -0.8985], [1.9141, 0.5192, -1.4302], [-0.7106, -1.2544, 0.5946], [0.4697, -0.8942, 1.4813], [-1.6116, 1.7488, -0.9373], [-0.3500, 1.5172, 0.2750], [-2.0323, 1.6531, 0.7899], [-2.6053, -0.5440, -0.2695], [1.1034, -0.1923, -1.6233], [2.5518, 0.1305, -0.6315], [1.4951, 1.4852, -1.1338], [2.4983, 0.6396, -2.3455], [-1.1959, -2.1905, 0.8786], [0.8808, 0.0904, 1.2398], [1.2802, -1.6228, 1.3766], [0.1530, -0.8714, 2.5296]], "nbo_charge": [-0.598, -0.420, 0.233, -0.859, -0.419, -0.599, 0.219, 0.211, 0.217, 0.250, 0.234, 0.209, 0.204, 0.219, 0.249, 0.212, 0.219, 0.218]}

Entry 7:
{"formula": "C4H7ClO", "method": "the ωB97M-V functional and the def2-TZVPD basis", "max_force_ha_per_bohr": 0.0965, "charge": 0, "spin_multiplicity": 1, "homo_energy_ev": -9.674, "smiles": "C=C[C@H](Cl)CO", "e_above_lowest_kcal_mol": 59.6, "elements": ["C", "C", "C", "Cl", "C", "O", "H", "H", "H", "H", "H", "H", "H"], "xyz": [[0.7034, 0.6915, 1.9422], [0.6444, 0.0773, 0.7696], [-0.4902, -0.6063, 0.2619], [-0.5526, -2.3225, 0.5153], [-0.6809, -0.2584, -1.5355], [0.0333, 0.9157, -1.8137], [1.5531, 1.3999, 2.1700], [-0.0643, 0.6626, 2.6570], [1.4698, 0.2050, 0.1500], [-1.4450, -0.3787, 0.9771], [-0.3090, -1.0421, -2.0767], [-1.7396, -0.1143, -1.7050], [0.8775, 0.7703, -2.3122]], "nbo_charge": [-0.331, -0.241, -0.283, -0.050, -0.008, -0.722, 0.200, 0.188, 0.200, 0.218, 0.167, 0.180, 0.481]}

Copy entry 7 word for word.
{"formula": "C4H7ClO", "method": "the ωB97M-V functional and the def2-TZVPD basis", "max_force_ha_per_bohr": 0.0965, "charge": 0, "spin_multiplicity": 1, "homo_energy_ev": -9.674, "smiles": "C=C[C@H](Cl)CO", "e_above_lowest_kcal_mol": 59.6, "elements": ["C", "C", "C", "Cl", "C", "O", "H", "H", "H", "H", "H", "H", "H"], "xyz": [[0.7034, 0.6915, 1.9422], [0.6444, 0.0773, 0.7696], [-0.4902, -0.6063, 0.2619], [-0.5526, -2.3225, 0.5153], [-0.6809, -0.2584, -1.5355], [0.0333, 0.9157, -1.8137], [1.5531, 1.3999, 2.1700], [-0.0643, 0.6626, 2.6570], [1.4698, 0.2050, 0.1500], [-1.4450, -0.3787, 0.9771], [-0.3090, -1.0421, -2.0767], [-1.7396, -0.1143, -1.7050], [0.8775, 0.7703, -2.3122]], "nbo_charge": [-0.331, -0.241, -0.283, -0.050, -0.008, -0.722, 0.200, 0.188, 0.200, 0.218, 0.167, 0.180, 0.481]}